No. 1
This record from the OMol25 dataset describes 2 unconnected molecules or ions with the total composition C3H10SSi in a non-equilibrium geometry. The level of theory is ωB97M-V with the def2-TZVPD basis set.

XYZ file:
```
15
Properties=species:S:1:pos:R:3:lowdin_charge:R:1
C -1.18 1.28 -0.71 -0.22
C -0.23 -1.43 -1.47 0.03
C -0.23 0.29 -0.26 -0.70
Si 1.51 0.38 2.19 0.44
S 1.45 0.94 0.05 0.50
H -2.20 0.81 -0.77 0.09
H -1.34 2.10 -0.08 0.05
H -0.85 1.70 -1.68 0.08
H -1.24 -1.50 -1.46 -0.02
H 0.25 -2.10 -0.71 0.04
H 0.30 -1.51 -2.35 -0.01
H -0.62 -0.33 0.57 0.02
H 0.52 -0.63 2.15 -0.11
H 1.57 1.67 2.86 -0.10
H 2.81 -0.29 1.85 -0.11
```

As for the calculated total energy: -807.85848 a.u. The HOMO energy comes out at -8.16 eV. The gap between HOMO and LUMO is 8.8 eV. As for the energy relative to the best compared isomer or geometry (same formula, charge and spin): 225.76 kJ/mol.



No. 2
This record from the OMol25 dataset describes 5 unconnected molecules or ions with the total composition C39H50N4O4 in a non-equilibrium geometry. The level of theory is ωB97M-V with the def2-TZVPD basis set.

XYZ file:
```
97
Properties=species:S:1:pos:R:3:lowdin_charge:R:1
C 2.50 3.89 0.38 0.00
C 2.08 2.63 0.74 -0.15
C 2.17 2.16 2.21 -0.13
C 0.89 1.32 2.68 -0.16
C 0.90 0.14 1.63 -0.16
C -0.28 0.30 0.60 -0.70
O -1.35 0.81 0.99 -0.03
O -0.12 -0.13 -0.57 -0.05
C 0.51 -1.05 2.57 -0.04
C 1.09 -0.66 3.95 -0.12
C 1.38 -1.72 5.02 -0.03
C 2.89 -2.24 5.00 -0.65
N 3.27 -2.87 3.75 0.10
N 3.00 -3.25 6.09 0.07
N 3.86 -1.19 5.29 0.08
N 1.24 0.62 3.95 0.02
C 1.72 1.38 5.13 -0.04
C 0.49 1.44 6.15 -0.13
O 0.06 2.78 6.41 -0.03
C -0.62 3.31 5.31 -0.44
O 0.01 3.92 4.50 0.13
C -2.15 3.16 5.07 -0.12
C -2.58 1.81 4.39 -0.08
H 3.24 3.99 -0.44 0.06
H 2.06 4.78 0.89 0.07
H 1.73 1.99 -0.10 0.11
H 3.02 1.43 2.24 0.13
H 2.40 3.00 2.91 0.11
H 0.00 1.98 2.70 0.15
H 1.90 -0.05 1.18 0.15
H 0.56 -2.09 2.22 0.14
H -0.60 -0.88 2.73 0.15
H 0.76 -2.61 4.75 0.13
H 1.06 -1.44 6.05 0.12
H 3.50 -2.20 3.02 0.09
H 2.58 -3.56 3.43 0.09
H 2.38 -4.04 5.86 0.08
H 2.69 -2.78 6.94 0.07
H 4.78 -1.40 4.94 0.09
H 3.88 -1.02 6.30 0.08
H 1.98 2.42 4.89 0.12
H 2.54 0.86 5.67 0.11
H -0.39 0.92 5.67 0.11
H 0.69 0.86 7.08 0.13
H -2.76 3.30 5.99 0.12
H -2.43 3.98 4.37 0.13
H -2.58 0.96 5.12 0.07
H -3.64 1.93 4.05 0.09
H -1.99 1.59 3.47 0.06
C -3.00 -1.86 -4.95 -0.11
C -4.24 -1.39 -4.52 -0.11
C -4.36 -0.78 -3.28 -0.11
C -3.24 -0.62 -2.47 -0.09
C -2.00 -1.08 -2.91 -0.08
C -1.89 -1.70 -4.14 -0.10
H -2.91 -2.34 -5.92 0.10
H -5.11 -1.51 -5.16 0.09
H -5.33 -0.42 -2.94 0.10
H -3.33 -0.14 -1.51 0.10
H -1.13 -0.96 -2.27 0.07
H -0.92 -2.07 -4.48 0.08
C 1.23 -0.82 -6.16 -0.10
C 2.09 -0.96 -7.25 -0.11
C 3.45 -1.18 -7.03 -0.11
C 3.94 -1.26 -5.73 -0.10
C 3.08 -1.13 -4.65 -0.09
C 1.72 -0.90 -4.87 -0.10
H 0.17 -0.64 -6.33 0.10
H 1.71 -0.90 -8.26 0.11
H 4.12 -1.28 -7.87 0.10
H 5.00 -1.44 -5.57 0.10
H 3.46 -1.20 -3.64 0.10
H 1.05 -0.79 -4.02 0.10
C -4.21 -2.94 0.61 -0.09
C -4.70 -3.15 1.90 -0.10
C -5.86 -3.89 2.09 -0.11
C -6.52 -4.44 1.00 -0.10
C -6.03 -4.23 -0.28 -0.09
C -4.88 -3.48 -0.48 -0.09
H -3.31 -2.35 0.46 0.10
H -4.18 -2.73 2.75 0.09
H -6.24 -4.05 3.10 0.10
H -7.42 -5.03 1.16 0.10
H -6.55 -4.66 -1.13 0.10
H -4.51 -3.32 -1.48 0.10
C 2.63 3.14 -7.48 -0.09
C 2.15 4.44 -7.48 -0.10
C 1.38 4.90 -6.41 -0.10
C 1.12 4.05 -5.34 -0.09
C 1.61 2.75 -5.34 -0.08
C 2.37 2.29 -6.41 -0.08
H 3.22 2.78 -8.32 0.10
H 2.36 5.10 -8.32 0.10
H 1.00 5.91 -6.42 0.10
H 0.53 4.41 -4.50 0.10
H 1.41 2.10 -4.50 0.10
H 2.74 1.28 -6.41 0.07
```

As for the calculated total energy: -2035.92008 a.u. The HOMO energy comes out at -7.99 eV. The gap between HOMO and LUMO is 7.1 eV.



No. 3
This record from the OMol25 dataset describes a molecular structure, C10H6NO5STl in a non-equilibrium geometry. The level of theory is ωB97M-V with the def2-TZVPD basis set.

XYZ file:
```
24
Properties=species:S:1:pos:R:3:lowdin_charge:R:1
O 0.61 2.73 -1.98 0.25
C 0.61 1.58 -1.86 -0.02
Tl 0.62 -0.56 -1.80 0.39
C 0.63 -2.65 -1.96 -0.07
O 0.65 -3.81 -2.04 0.27
C 0.63 -0.56 -4.20 -0.25
O 0.53 -1.61 -4.72 0.07
C 2.72 -0.53 -2.14 -0.06
O 3.87 -0.51 -2.30 0.25
C -1.48 -0.56 -2.12 -0.04
O -2.63 -0.55 -2.30 0.23
H 0.72 0.55 -4.49 0.10
S 1.14 -0.97 0.71 0.74
C 0.05 0.00 1.66 -0.66
N -1.15 -0.52 2.07 0.08
C -1.90 0.03 3.07 0.02
C -1.41 1.17 3.68 0.01
C -0.20 1.75 3.30 0.03
C 0.54 1.16 2.28 -0.05
H -1.46 -1.41 1.61 0.18
H -2.82 -0.47 3.32 0.15
H -1.98 1.61 4.47 0.13
H 0.20 2.62 3.78 0.13
H 1.51 1.51 1.96 0.12
```

Its net charge is +2. As for the calculated total energy: -1385.39060 a.u. The HOMO energy (spin up / spin down) comes out at -14.54 / -14.55 eV. The gap between HOMO and LUMO (spin up / spin down) is 6.3 / 6.3 eV. As for the energy relative to the best compared isomer or geometry (same formula, charge and spin): 369.38 kJ/mol.



No. 4
This record from the OMol25 dataset describes 4 unconnected molecules or ions with the total composition C4H14O3 in a non-equilibrium geometry. The level of theory is ωB97M-V with the def2-TZVPD basis set.

XYZ file:
```
21
Properties=species:S:1:pos:R:3:lowdin_charge:R:1
C -0.46 -0.36 2.82 -0.08
C -1.38 -0.83 1.70 -0.40
C -2.55 -0.22 1.53 0.01
C -0.86 -1.90 0.76 -0.07
H 0.38 -1.03 2.96 0.06
H -1.04 -0.10 3.71 0.08
H 0.08 0.53 2.48 0.06
H -3.31 -0.49 0.79 0.06
H -2.88 0.67 2.03 0.05
H -1.53 -2.76 0.64 0.08
H 0.12 -2.20 1.11 0.06
H -0.73 -1.48 -0.24 0.07
H 1.88 1.26 1.11 0.06
H 1.64 0.33 0.01 0.05
O 1.36 1.21 0.29 -0.06
H 0.63 2.07 -1.49 0.03
H 1.98 2.35 -2.18 0.05
O 1.09 2.02 -2.34 -0.06
H 1.38 0.35 -3.23 -0.01
H 1.38 -1.22 -3.16 0.02
O 1.55 -0.47 -3.74 -0.08
```

As for the SMILES: C=C(C)C.O.O.O. As for the calculated total energy: -386.48255 a.u. The HOMO energy comes out at -9.25 eV. The gap between HOMO and LUMO is 9.5 eV. As for the energy relative to the best compared isomer or geometry (same formula, charge and spin): 116.11 kJ/mol.



Please write out number 1 again, unchanged.
This record from the OMol25 dataset describes 2 unconnected molecules or ions with the total composition C3H10SSi in a non-equilibrium geometry. The level of theory is ωB97M-V with the def2-TZVPD basis set.

XYZ file:
```
15
Properties=species:S:1:pos:R:3:lowdin_charge:R:1
C -1.18 1.28 -0.71 -0.22
C -0.23 -1.43 -1.47 0.03
C -0.23 0.29 -0.26 -0.70
Si 1.51 0.38 2.19 0.44
S 1.45 0.94 0.05 0.50
H -2.20 0.81 -0.77 0.09
H -1.34 2.10 -0.08 0.05
H -0.85 1.70 -1.68 0.08
H -1.24 -1.50 -1.46 -0.02
H 0.25 -2.10 -0.71 0.04
H 0.30 -1.51 -2.35 -0.01
H -0.62 -0.33 0.57 0.02
H 0.52 -0.63 2.15 -0.11
H 1.57 1.67 2.86 -0.10
H 2.81 -0.29 1.85 -0.11
```

As for the calculated total energy: -807.85848 a.u. The HOMO energy comes out at -8.16 eV. The gap between HOMO and LUMO is 8.8 eV. As for the energy relative to the best compared isomer or geometry (same formula, charge and spin): 225.76 kJ/mol.